Density functional theory data (ωB97M-V/def2-TZVPD) for a structure of composition C30H66N2O36S9 in a non-equilibrium geometry.

The orbital gap is 0.278 hartree. The value obtained for the total energy is -7584.2762 Eh. The value obtained for the energy relative to the best compared isomer or geometry (same formula, charge and spin) is 0.0 kcal per mole. Its HOMO energy is -7.687 eV.

Element x y z (Å)
C -6.47 2.60 -0.93
C -5.71 3.27 0.19
N -4.41 2.65 0.52
C -3.42 2.72 -0.53
C -3.06 4.13 -0.98
C -4.58 1.29 1.03
C -3.42 0.94 1.97
H -6.71 1.55 -0.75
H -6.06 2.64 -1.94
H -7.45 3.09 -0.92
H -5.52 4.32 -0.02
H -6.28 3.25 1.12
H -2.54 2.14 -0.27
H -3.82 2.21 -1.43
H -2.33 4.19 -1.79
H -3.94 4.65 -1.37
H -2.63 4.66 -0.14
H -4.61 0.60 0.18
H -5.49 1.23 1.64
H -2.50 0.86 1.39
H -3.63 -0.01 2.44
H -3.22 1.69 2.73
C 0.54 0.06 7.61
C -0.50 0.45 6.56
N -0.03 0.19 5.20
C -0.82 0.86 4.15
C -1.20 2.31 4.43
C 0.21 -1.20 4.84
C -0.94 -2.17 5.13
H 1.33 0.81 7.64
H 1.06 -0.85 7.32
H 0.07 -0.08 8.58
H -1.43 -0.14 6.68
H -0.80 1.47 6.74
H -0.29 0.76 3.20
H -1.75 0.28 4.01
H -1.63 2.82 3.58
H -1.90 2.40 5.26
H -0.31 2.89 4.69
H 1.01 -1.55 5.50
H 0.56 -1.32 3.82
H -1.76 -2.04 4.42
H -1.26 -2.20 6.17
H -0.59 -3.20 4.97
C -4.75 -3.09 -3.13
C -4.79 -3.01 -4.67
O -4.01 -1.84 -4.91
S -4.43 -0.69 -3.86
O -5.59 -0.03 -4.36
O -3.29 0.10 -3.55
O -4.74 -1.74 -2.66
H -3.84 -3.59 -2.80
H -5.66 -3.57 -2.79
H -5.79 -2.88 -5.09
H -4.29 -3.88 -5.09
C 4.10 -1.59 -3.52
C 3.17 -2.84 -3.64
O 2.69 -2.80 -4.98
S 2.81 -1.33 -5.60
O 1.80 -0.46 -5.10
O 3.02 -1.48 -7.00
O 4.18 -1.02 -4.81
H 5.07 -1.83 -3.11
H 3.61 -0.88 -2.85
H 2.33 -2.75 -2.96
H 3.69 -3.78 -3.44
C 2.62 4.68 1.28
C 1.80 5.73 0.57
O 0.63 4.95 0.26
S 0.19 4.16 1.57
O -0.32 2.86 1.25
O -0.59 4.96 2.44
O 1.72 3.98 2.10
H 3.37 5.15 1.92
H 3.10 3.99 0.59
H 2.20 6.14 -0.36
H 1.53 6.60 1.18
C -0.13 -7.14 -4.13
C 1.10 -6.38 -4.62
O 0.56 -5.06 -4.74
S -0.16 -4.74 -3.33
O -1.18 -3.78 -3.54
O 0.77 -4.59 -2.26
O -0.81 -6.23 -3.26
H 0.09 -8.08 -3.62
H -0.78 -7.38 -4.97
H 1.56 -6.74 -5.54
H 1.91 -6.31 -3.89
C -1.59 -4.24 1.87
C -1.90 -4.61 0.44
O -3.02 -3.80 0.07
S -3.97 -3.55 1.39
O -4.93 -4.61 1.44
O -4.43 -2.20 1.36
O -2.81 -3.82 2.46
H -0.81 -3.49 2.02
H -1.20 -5.09 2.43
H -2.16 -5.65 0.25
H -1.07 -4.36 -0.22
C 0.00 0.22 -1.05
C -0.78 -1.12 -1.03
O 0.24 -2.10 -0.89
S 1.38 -1.57 0.11
O 2.65 -2.03 -0.33
O 0.95 -1.71 1.47
O 1.18 -0.03 -0.26
H -0.54 1.05 -0.60
H 0.36 0.36 -2.07
H -1.31 -1.23 -1.97
H -1.40 -1.10 -0.14
C 5.58 -0.92 -0.14
C 4.99 0.48 -0.34
O 6.09 1.31 -0.79
S 7.27 0.39 -1.36
O 8.53 0.98 -1.07
O 6.99 -0.10 -2.67
O 6.99 -0.80 -0.27
H 5.18 -1.67 -0.82
H 5.48 -1.31 0.88
H 4.52 0.98 0.50
H 4.29 0.53 -1.18
C 3.22 0.42 3.25
C 3.15 0.69 4.75
O 4.38 1.35 5.15
S 4.95 2.09 3.85
O 6.36 2.25 3.86
O 4.12 3.19 3.51
O 4.52 0.87 2.86
H 2.33 0.77 2.73
H 3.22 -0.66 3.03
H 2.89 -0.12 5.41
H 2.41 1.49 4.87
C 2.33 5.21 -4.11
C 1.43 4.34 -5.01
O 1.58 3.01 -4.56
S 2.12 2.93 -3.03
O 3.03 1.86 -2.82
O 1.01 3.07 -2.15
O 2.90 4.35 -3.16
H 1.81 6.03 -3.61
H 3.11 5.63 -4.74
H 1.78 4.34 -6.04
H 0.40 4.69 -5.09

Density functional theory data (ωB97M-V/def2-TZVPD) for a cluster of 6 separate species, C30H69B2N4O28PS5Si in total in a non-equilibrium geometry.

The orbital gap is 0.313 hartree. The value obtained for the total energy is -6181.9180 Eh. Its HOMO energy is -8.604 eV.

Element x y z (Å)
C -0.76 1.16 4.06
C -1.74 -0.01 4.18
C -2.87 -0.04 3.14
C -3.49 1.31 2.76
N -2.78 2.19 1.84
C -2.42 1.79 0.52
C -3.51 0.94 -0.15
C -4.79 1.65 -0.58
O -5.34 2.49 0.42
Si -6.43 3.70 0.09
C -7.78 3.61 1.36
C -7.09 3.52 -1.64
C -5.57 5.35 0.24
O -1.14 1.01 0.65
C -0.57 0.34 -0.47
C -1.09 -1.10 -0.59
C -0.90 -1.98 0.65
N -2.03 -2.91 0.86
C 0.99 0.38 -0.31
C 1.75 -0.48 -1.34
C 1.74 -0.08 -2.83
C 0.43 -0.29 -3.53
O -0.39 0.54 -3.80
O 0.24 -1.59 -3.84
N 1.34 -0.11 1.04
B 2.62 0.18 1.75
O 3.67 -0.73 1.52
C 2.80 1.31 2.82
C 3.56 0.84 4.08
P 1.61 2.09 -0.43
N 3.15 2.19 -0.46
O 0.94 2.75 0.85
O 0.82 2.74 -1.67
B -2.17 3.14 -0.32
C -1.80 4.52 0.34
O -2.38 3.05 -1.67
H -1.23 2.11 4.31
H 0.08 1.03 4.74
H -0.39 1.23 3.04
H -2.18 -0.03 5.19
H -1.17 -0.94 4.09
H -3.70 -0.62 3.56
H -2.55 -0.58 2.26
H -3.64 1.90 3.67
H -4.49 1.16 2.36
H -1.98 2.62 2.30
H -3.75 0.07 0.46
H -3.09 0.56 -1.08
H -5.52 0.88 -0.84
H -4.60 2.22 -1.50
H -8.37 2.69 1.24
H -7.39 3.65 2.37
H -8.46 4.45 1.21
H -7.62 2.59 -1.82
H -6.26 3.55 -2.35
H -7.74 4.37 -1.90
H -4.59 5.34 -0.24
H -5.43 5.59 1.30
H -6.17 6.15 -0.21
H -0.82 0.88 -1.40
H -0.61 -1.59 -1.45
H -2.15 -1.09 -0.84
H 0.03 -2.56 0.57
H -0.78 -1.33 1.52
H -2.67 -2.87 0.08
H -1.69 -3.86 0.92
H 1.41 -1.52 -1.26
H 2.79 -0.48 -1.01
H 2.45 -0.75 -3.33
H 2.09 0.94 -2.98
H -0.71 -1.68 -4.04
H 1.38 -1.12 0.95
H 3.52 -1.59 1.93
H 3.37 2.11 2.33
H 1.84 1.72 3.12
H 2.85 0.37 4.75
H 4.05 1.66 4.59
H 4.34 0.11 3.82
H 3.59 2.63 -1.25
H 0.25 2.16 1.22
H 0.57 3.66 -1.47
H -2.72 4.92 0.77
H -1.43 5.25 -0.38
H -1.08 4.45 1.16
H -2.20 3.88 -2.14
O 1.29 -1.35 4.39
S 1.77 -2.60 3.92
O 2.12 -2.74 2.55
O 0.75 -3.74 4.35
C 1.42 -4.78 5.09
C 2.55 -4.04 5.79
O 3.00 -3.11 4.79
H 1.79 -5.53 4.39
H 0.71 -5.22 5.78
H 3.39 -4.69 6.05
H 2.21 -3.49 6.66
O -4.44 -3.09 -2.39
S -4.27 -4.38 -2.96
O -5.29 -5.35 -2.92
O -2.90 -4.98 -2.40
C -2.02 -5.34 -3.48
C -2.37 -4.36 -4.58
O -3.80 -4.24 -4.48
H -2.22 -6.36 -3.77
H -0.99 -5.24 -3.13
H -2.12 -4.70 -5.57
H -1.93 -3.38 -4.41
O -6.64 1.32 -3.91
S -5.77 1.24 -5.03
O -6.24 1.54 -6.33
O -5.09 -0.20 -5.00
C -3.66 -0.10 -4.99
C -3.39 1.22 -4.28
O -4.44 2.08 -4.78
H -3.30 -0.10 -6.01
H -3.26 -0.95 -4.44
H -2.42 1.65 -4.52
H -3.49 1.13 -3.20
O 9.33 1.20 -0.77
S 8.67 1.19 0.50
O 9.38 1.62 1.65
O 8.06 -0.25 0.71
C 6.64 -0.18 0.97
C 6.20 1.06 0.23
O 7.30 1.98 0.43
H 6.49 -0.09 2.05
H 6.18 -1.08 0.61
H 5.28 1.49 0.59
H 6.11 0.87 -0.84
O 7.88 -4.74 -2.23
S 8.01 -3.45 -1.63
O 6.87 -2.69 -1.27
O 8.97 -2.57 -2.55
C 10.06 -2.03 -1.77
C 10.29 -3.09 -0.71
O 8.96 -3.51 -0.36
H 9.75 -1.08 -1.34
H 10.91 -1.89 -2.43
H 10.78 -2.70 0.18
H 10.85 -3.94 -1.10

Density functional theory data (ωB97M-V/def2-TZVPD) for a cluster of 9 separate species, C30H69BF4NO17P3 in total in a non-equilibrium geometry.

The orbital gap is 0.165 hartree. The value obtained for the total energy is -3966.4375 Eh. The value obtained for the energy relative to the best compared isomer or geometry (same formula, charge and spin) is 0.0 kcal per mole. Its HOMO energy is -8.855 eV.

Element x y z (Å)
C -4.23 -1.71 -1.14
C -3.85 -0.24 -0.54
C -2.82 0.39 -1.52
C -3.27 1.14 -2.70
C -4.34 2.16 -2.34
C -5.50 1.63 -1.57
N -5.06 0.76 -0.48
O -5.92 0.40 0.35
C -6.47 0.96 -2.47
C -6.26 2.82 -0.75
C -3.27 -0.31 0.84
H -4.93 -2.32 -0.48
H -3.28 -2.32 -1.19
H -4.46 -1.75 -2.11
H -1.80 -0.11 -1.86
H -2.23 1.24 -1.04
H -3.82 0.45 -3.44
H -2.55 1.88 -3.22
H -4.56 2.84 -3.27
H -3.71 2.90 -1.92
H -7.18 0.37 -1.93
H -6.11 0.20 -3.25
H -6.96 1.56 -3.08
H -7.00 2.58 0.14
H -6.66 3.51 -1.45
H -5.76 3.45 0.05
H -2.44 -1.08 0.52
H -3.72 -0.97 1.46
H -3.04 0.72 1.20
B 0.87 -0.28 1.15
F 1.55 -1.13 0.32
F 0.18 -1.03 2.05
F 1.64 0.53 1.87
F -0.13 0.37 0.41
C 3.03 -3.53 3.08
C 1.92 -4.54 3.35
O 2.05 -5.60 2.73
C 0.68 -4.12 4.13
H 2.82 -2.79 2.24
H 3.97 -4.12 2.64
H 3.34 -2.93 3.92
H 0.30 -3.52 3.39
H 0.93 -3.56 5.00
H -0.04 -4.92 4.43
C 0.80 -0.23 5.57
C 2.27 -0.42 5.52
O 2.80 -1.49 5.92
C 3.23 0.75 5.07
H 0.67 0.75 6.02
H 0.42 -1.10 6.09
H 0.40 -0.03 4.55
H 2.96 1.60 5.62
H 3.17 0.89 3.92
H 4.34 0.54 5.23
C 5.02 -1.85 -0.44
C 5.20 -0.34 -0.52
O 6.04 0.14 -1.35
C 4.47 0.43 0.54
H 4.02 -2.18 -0.60
H 5.30 -2.40 0.34
H 5.59 -2.43 -1.32
H 3.35 0.67 0.31
H 4.92 1.45 0.49
H 4.41 -0.13 1.53
C 2.25 3.81 2.39
C 3.36 4.69 2.70
O 3.15 5.93 2.82
C 4.76 4.04 2.87
H 2.32 3.39 1.61
H 1.26 4.33 2.31
H 1.94 3.26 3.28
H 5.33 4.71 3.50
H 5.14 3.90 1.78
H 4.80 3.05 3.42
C -2.14 -6.50 3.59
O -1.74 -5.66 2.46
P -1.98 -5.95 0.91
O -3.26 -6.64 0.66
O -2.02 -4.53 0.27
C -0.84 -3.72 0.20
O -0.78 -6.81 0.37
C -0.98 -8.10 0.04
H -1.46 -7.36 3.47
H -3.12 -7.11 3.45
H -2.15 -6.11 4.65
H -0.99 -2.81 0.01
H -0.23 -4.34 -0.36
H -0.49 -3.81 1.22
H 0.01 -8.70 -0.51
H -1.70 -8.24 -0.72
H -1.28 -8.69 1.01
C -0.05 6.49 -3.80
O -1.02 5.56 -2.99
P -0.52 4.37 -2.06
O -0.27 3.22 -2.94
O 0.85 4.58 -1.23
C 1.98 3.78 -1.33
O -1.72 3.91 -1.12
C -1.54 3.66 0.28
H 0.56 6.87 -2.96
H -0.45 7.25 -4.43
H 0.73 5.67 -4.14
H 2.36 3.85 -2.37
H 1.81 2.71 -1.28
H 2.61 4.12 -0.48
H -2.43 3.42 0.55
H -0.89 4.29 0.64
H -0.85 2.87 0.25
C 3.47 1.05 -3.10
O 2.19 1.52 -3.45
P 1.14 0.84 -4.51
O 1.86 -0.24 -5.20
O -0.07 0.00 -3.81
C 0.32 -1.09 -3.00
O 0.55 1.84 -5.69
C 1.39 2.35 -6.70
H 4.22 1.67 -2.62
H 4.15 0.69 -4.07
H 3.25 0.13 -2.58
H 0.92 -0.83 -2.22
H 0.83 -1.72 -3.33
H -0.56 -1.68 -2.71
H 2.10 3.30 -6.30
H 0.81 3.13 -7.25
H 1.81 1.79 -7.46